Record 1
Below is a structure of composition C32H85ClN7O13 at a distorted geometry, with properties calculated with wB97M-V/def2-TZVPD.

```
138
Properties=species:S:1:pos:R:3:forces:R:3
Cl 0.4991 -0.0148 -0.4267 2.835 9.090 1.396
O 0.5749 -1.2716 -1.0221 3.166 0.629 -0.867
O 1.8023 0.3509 0.1840 -1.839 -1.073 -2.770
O 0.1015 1.0195 -1.3714 4.426 -0.823 2.924
O -0.5919 0.0041 0.5035 6.438 3.778 -0.391
C 3.5508 -4.0156 -5.8268 0.646 -0.052 0.494
O 3.1540 -3.3131 -4.6746 0.354 1.191 -1.140
C 2.0212 -3.8753 -4.0346 1.339 0.910 0.256
C 1.6016 -2.9602 -2.8621 -0.201 0.485 -0.824
N 1.1813 -1.5513 -3.0862 2.823 -0.409 -4.963
C 2.2393 -0.5842 -3.5472 -0.590 -0.880 -0.321
C 1.7650 0.8767 -3.5476 1.984 -0.093 0.136
O 0.9083 1.0857 -4.6202 -1.513 0.879 -0.836
C 0.6996 2.4449 -5.0600 1.362 -1.009 0.017
H 3.9942 -4.9661 -5.5298 -0.653 -0.803 -0.035
H 4.4317 -3.5847 -6.3026 -0.252 0.894 0.077
H 2.7483 -4.0871 -6.5609 -0.069 -0.308 -0.026
H 2.4550 -4.8377 -3.7631 -0.898 -0.520 1.020
H 1.1979 -4.0607 -4.7245 -0.208 0.289 -0.205
H 2.2586 -2.8992 -1.9945 1.151 -0.935 -1.728
H 0.7168 -3.4919 -2.5120 -0.156 0.146 0.409
H 0.7491 -1.2739 -2.2165 0.993 -0.043 -3.686
H 2.5700 -0.8257 -4.5573 -0.437 -0.126 -0.221
H 3.1848 -0.6996 -3.0172 0.194 0.249 0.814
H 2.5962 1.5670 -3.6913 0.922 -0.160 -0.229
H 1.4743 1.1356 -2.5295 -0.501 0.209 -0.938
H 1.7103 2.7556 -5.3248 0.097 0.688 -0.242
H 0.2873 3.1854 -4.3746 -0.172 -0.427 0.601
H 0.0877 2.4552 -5.9619 -0.020 -0.392 0.124
C 0.0698 5.7320 0.1775 1.316 1.935 -0.484
O -0.9255 4.8084 0.3206 0.615 -1.896 0.432
C -0.3172 3.5594 0.8316 -2.296 -0.651 0.120
C -1.1792 2.2814 0.4058 -0.997 4.688 1.944
N -2.5781 2.6191 0.6116 -1.556 -1.477 0.785
C -3.1612 2.4736 1.9543 -0.401 2.552 -0.595
C -4.6863 2.7597 1.9162 1.231 -0.220 1.199
O -4.9791 3.9768 1.3052 0.856 0.600 -1.354
C -6.1144 3.9282 0.5156 -0.024 1.296 -0.726
H 0.6997 5.9624 1.0368 -0.593 -0.018 1.180
H -0.3298 6.6776 -0.1887 -0.382 0.091 0.186
H 0.9174 5.5622 -0.4865 -0.256 -1.065 -0.994
H -0.1550 3.6262 1.9074 -0.886 0.156 0.669
H 0.6938 3.3427 0.4868 -1.360 1.756 -0.086
H -0.8903 1.4484 1.0467 -0.652 2.162 -0.039
H -1.0793 2.0097 -0.6451 -0.216 0.973 1.018
H -2.8354 3.5299 0.2591 0.273 0.053 0.005
H -2.7952 3.2569 2.6181 0.423 0.431 0.258
H -2.9877 1.5624 2.5268 0.571 1.697 -0.747
H -4.9400 3.0350 2.9399 -0.403 -1.288 0.599
H -5.2507 1.9348 1.4814 -0.097 -0.058 0.115
H -6.9502 3.6007 1.1339 -0.446 -0.091 -0.484
H -6.0022 3.4415 -0.4532 0.095 -1.252 0.272
H -6.2335 4.9344 0.1138 -0.551 0.452 0.651
C 3.9588 3.7350 0.1337 1.168 -0.638 0.314
C 2.9938 2.6204 0.6256 2.141 0.961 -0.767
C 2.9402 2.6469 2.1674 0.092 0.507 -1.459
O 4.2643 2.3815 2.6082 0.962 -0.061 1.014
C 4.4089 2.1847 4.0504 0.056 0.160 -1.756
N 1.7862 2.7612 -0.1487 2.700 -0.875 -1.205
H 4.9925 3.3893 0.1428 0.054 -0.486 -0.355
H 4.1119 4.5813 0.8034 -0.936 0.269 0.130
H 3.7372 4.0770 -0.8773 -0.102 0.052 0.104
H 3.3808 1.6220 0.4216 0.808 0.167 -0.086
H 2.2307 1.8466 2.3774 0.111 0.801 0.866
H 2.7289 3.6783 2.4499 -0.903 -0.138 0.564
H 4.0145 1.1779 4.1887 0.274 0.322 0.741
H 3.9486 2.9947 4.6162 -0.730 -0.162 -0.091
H 5.4265 2.2650 4.4326 0.466 -0.347 -0.967
H 2.0109 2.9220 -1.1202 0.375 0.430 -0.160
H 1.3654 1.8451 -0.2095 0.244 1.613 0.292
C -3.2603 -0.5814 2.5530 -1.927 1.128 0.658
C -3.3553 -1.2272 1.2038 -1.323 1.390 -0.599
C -4.0015 -0.2840 0.0555 -0.047 -1.549 2.472
O -3.9898 -0.9653 -1.1546 -2.827 -1.321 -0.169
C -4.8332 -0.3811 -2.0931 -1.706 0.567 1.086
N -2.0173 -1.6051 0.8942 -7.797 -2.286 1.849
H -2.3758 -0.8190 3.1440 -0.508 -0.289 -0.256
H -4.1637 -0.8808 3.0843 -0.119 0.373 0.735
H -3.2876 0.4977 2.4016 -0.415 -2.200 0.431
H -3.9743 -2.0940 1.4354 -0.249 -0.447 -1.137
H -3.4917 0.6789 0.0261 -0.131 0.017 -0.028
H -5.0417 -0.0925 0.3193 -0.439 0.144 0.288
H -5.8377 -0.1957 -1.7127 -0.451 0.058 0.765
H -5.1057 -1.0079 -2.9422 1.114 -0.057 -0.285
H -4.4709 0.6278 -2.2907 -0.020 0.185 -0.854
H -1.7639 -2.1774 1.6869 -1.048 -0.343 -0.191
H -1.4249 -0.7946 1.0052 -3.231 -2.068 0.632
C -0.1868 -0.4516 3.0695 0.518 -0.104 0.961
C 1.3442 -0.3258 3.1513 0.220 0.760 0.009
C 2.0445 -0.6968 4.4751 -0.877 -0.823 -1.070
O 1.6240 0.0147 5.5621 -0.554 0.341 1.357
C 1.7623 1.3946 5.4694 -0.213 1.331 1.441
N 1.9674 -1.0711 2.0871 1.349 -0.522 2.092
H -0.5071 0.0116 2.1362 0.294 0.512 1.957
H -0.6992 -0.0245 3.9316 0.142 -0.023 0.054
H -0.5040 -1.4652 2.8246 0.026 -0.054 1.334
H 1.5097 0.7187 2.8872 -0.077 0.006 0.970
H 3.1333 -0.6711 4.4324 0.332 0.134 -0.607
H 1.7804 -1.7313 4.6944 0.027 -0.250 -0.052
H 2.6312 1.7809 4.9366 -1.235 -0.550 -0.217
H 1.9366 1.7827 6.4730 0.200 -0.260 0.517
H 0.8158 1.8937 5.2617 -0.069 -0.031 -0.951
H 2.0918 -0.4960 1.2662 0.362 -0.719 1.103
H 2.8801 -1.4097 2.3563 0.187 -0.146 0.233
C -1.2543 0.5449 -3.1194 -0.249 -0.308 -2.763
C -2.0836 -0.5948 -2.5626 1.176 -0.725 -2.062
C -1.6239 -2.0112 -3.1789 -0.003 0.905 0.977
O -2.1476 -3.0988 -2.4702 -1.681 -1.130 0.930
C -1.7926 -4.4045 -2.9048 0.552 1.182 1.055
N -1.8625 -0.5156 -1.1591 0.237 0.136 -2.005
H -1.3491 0.6493 -4.2003 -0.032 -0.210 -0.233
H -0.2012 0.4859 -2.8444 -1.767 -0.637 -1.998
H -1.5774 1.5057 -2.7188 -0.412 0.080 0.166
H -3.1101 -0.3640 -2.8472 1.123 -0.579 -0.104
H -0.5405 -2.0851 -3.0849 -0.849 0.331 -0.917
H -1.9562 -2.0948 -4.2136 0.177 0.304 -0.468
H -2.3626 -5.1592 -2.3629 -0.929 0.285 -0.465
H -0.8201 -4.6528 -2.4796 0.717 0.059 -0.618
H -1.8179 -4.4669 -3.9927 -0.026 -0.405 -0.092
H -0.8681 -0.4639 -0.9901 -5.853 -1.930 -3.252
H -2.0372 0.4610 -0.9694 -0.672 0.105 0.202
C 1.9046 -2.9978 0.1866 1.161 -1.760 -1.608
C 0.5982 -3.2840 0.8593 -0.425 1.859 -2.352
C 0.7816 -3.7882 2.1878 -0.315 -1.328 0.919
O 1.3014 -5.1644 2.0403 -0.268 1.958 1.351
C 1.6788 -5.5442 3.3360 1.041 -1.427 -0.553
N -0.2517 -2.0406 0.8382 9.230 -6.800 2.487
H 2.4793 -3.9239 0.1938 0.644 -0.095 0.351
H 2.5025 -2.1458 0.5103 -0.226 -0.696 -0.126
H 1.7354 -2.8977 -0.8855 -0.127 -0.061 2.134
H 0.1540 -4.1721 0.4099 -0.571 0.285 -1.052
H -0.2250 -3.8564 2.6004 -0.022 -0.073 0.750
H 1.4107 -3.0759 2.7216 0.238 -0.784 0.577
H 0.8466 -5.5960 4.0380 -0.032 0.293 0.152
H 2.5373 -4.9767 3.6954 -0.268 0.668 0.357
H 2.1240 -6.5352 3.2482 -0.317 -0.419 0.030
H -0.0138 -1.5264 0.0021 -3.067 -6.205 3.708
H 0.3518 -1.5224 1.4605 0.041 -0.568 0.048
```
Forces are in eV/Å.

**Net charge**: -1
**LUMO**: 2.44 eV
**Electronic energy**: -3090.2320 Ha
**HOMO level**: -2.6 eV
**Kohn-Sham gap**: 5.047 eV

=====

Record 2
Below is a structure of composition C32H87B3O14Si at a distorted geometry, with properties calculated with wB97M-V/def2-TZVPD.

```
137
Properties=species:S:1:pos:R:3:forces:R:3
C 6.0964 -4.5091 3.2713 -0.483 0.712 -0.121
C 5.6656 -3.5306 2.1657 0.370 -0.825 0.654
C 4.5600 -4.1615 1.3371 0.632 0.295 -0.475
C 3.8811 -3.2629 0.2976 -0.627 0.034 0.638
C 3.6683 -1.7928 0.7126 -0.643 -0.514 -0.883
B 2.2474 -1.2198 0.3856 0.682 -0.259 0.713
O 1.8667 -0.0461 1.0233 0.175 0.208 -0.873
B 1.0677 0.6646 0.1213 0.054 0.582 0.529
C 1.5607 2.0350 -0.4285 -0.335 0.426 0.251
C 1.9788 3.0036 0.7107 -0.621 -0.104 -0.417
C 0.9497 4.1195 0.9305 0.235 -0.028 0.166
C 0.5866 4.2437 2.3740 -0.241 0.246 0.626
O 1.7586 4.5077 3.1525 -0.173 0.054 0.346
O -0.1034 0.0367 -0.2473 0.166 0.094 -0.206
B 0.0549 -1.3193 -0.3354 -0.376 -0.517 -0.224
C -1.1577 -2.3017 -0.2810 -0.129 0.636 -0.595
C -2.5072 -1.6046 -0.4972 0.312 0.231 0.100
O -3.1807 -1.2984 0.7188 -0.266 -0.599 -0.163
Si -4.2237 -2.4621 1.3211 -0.436 -0.091 0.603
C -5.5718 -2.9441 0.1016 0.372 0.164 0.011
C -3.3152 -4.0114 1.8704 0.317 0.660 -0.398
C -5.0613 -1.6908 2.8108 0.341 0.216 -0.407
O 1.3535 -1.8075 -0.4842 -0.182 -0.069 0.348
H 6.8360 -4.0373 3.9098 0.354 -0.202 0.045
H 6.4409 -5.4518 2.8654 0.237 -0.183 0.010
H 5.2270 -4.6946 3.8942 -0.141 -0.278 0.216
H 6.5498 -3.3103 1.5745 -0.037 0.307 -0.339
H 5.3567 -2.6261 2.6756 -0.121 0.325 -0.149
H 3.8464 -4.6329 2.0066 -0.336 0.127 0.152
H 5.0282 -4.9780 0.7918 -0.041 -0.346 -0.047
H 2.8984 -3.6868 0.1125 -0.148 -0.228 -0.187
H 4.3910 -3.3166 -0.6549 0.327 0.081 -0.160
H 3.8325 -1.6034 1.7651 0.294 0.112 0.199
H 4.3473 -1.1841 0.1180 0.381 0.374 0.312
H 0.7827 2.4990 -1.0299 -0.073 0.049 -0.198
H 2.4030 1.8839 -1.1001 0.190 -0.294 -0.126
H 2.9390 3.4498 0.4927 0.311 -0.042 0.111
H 2.0461 2.4335 1.6310 0.385 -0.007 0.229
H 0.0236 3.9164 0.4000 -0.163 -0.089 -0.215
H 1.3129 5.0792 0.5821 0.122 0.128 -0.217
H 0.0971 3.3354 2.7289 0.017 -0.204 0.085
H -0.1193 5.0631 2.5176 -0.176 0.141 -0.062
H 1.4549 4.6594 4.0608 0.245 -0.110 -0.364
H -1.1406 -2.8248 0.6682 -0.011 -0.288 0.156
H -1.0243 -3.0263 -1.0806 0.148 -0.400 0.041
H -2.3318 -0.6641 -1.0082 -0.083 0.257 -0.059
H -3.1199 -2.1987 -1.1737 -0.281 -0.196 0.089
H -5.2871 -2.8226 -0.9396 0.069 0.026 -0.173
H -5.8543 -3.9834 0.2367 -0.036 -0.208 0.120
H -6.4406 -2.3215 0.2797 -0.258 0.139 -0.019
H -3.0575 -4.6124 1.0049 -0.031 -0.328 -0.119
H -2.3789 -3.7163 2.3368 0.144 -0.036 0.278
H -3.8984 -4.5944 2.5708 -0.191 -0.171 0.053
H -5.5367 -2.4372 3.4351 -0.102 -0.223 0.132
H -4.3654 -1.1164 3.4161 0.172 -0.008 0.153
H -5.8227 -0.9968 2.4714 -0.225 0.157 -0.045
C -4.9043 -9.0127 1.8508 0.206 -0.107 -0.002
C -4.7911 -7.5453 2.2224 -0.364 -0.035 -0.128
O -5.4339 -6.7164 1.2617 0.050 0.093 -0.044
H -4.4614 -9.1937 0.8706 0.066 0.039 0.018
H -4.4047 -9.6528 2.5813 0.015 0.037 0.005
H -5.9479 -9.3061 1.7881 -0.041 -0.065 0.022
H -3.7452 -7.2424 2.2589 -0.015 0.097 -0.021
H -5.2346 -7.3615 3.2086 0.120 -0.069 0.067
H -6.3699 -6.9635 1.2426 0.095 -0.092 0.069
C -0.8638 8.0567 -1.9238 0.028 -0.095 -0.039
C -0.2468 7.6464 -0.5997 0.158 0.161 -0.166
O 1.0418 7.0636 -0.7782 -0.017 0.016 -0.037
H -0.9461 7.1932 -2.5862 -0.037 -0.033 0.046
H -1.8565 8.4856 -1.7791 0.019 0.046 -0.013
H -0.2405 8.7971 -2.4301 -0.065 0.086 0.040
H -0.8617 6.8940 -0.1077 0.068 -0.049 0.043
H -0.1647 8.5112 0.0667 -0.116 -0.017 0.045
H 1.6064 7.7195 -1.2028 -0.038 -0.074 0.049
C -10.2290 -9.2278 1.1950 0.010 0.081 0.063
C -8.8564 -8.8605 0.6654 -0.037 -0.175 0.180
O -8.0567 -8.2348 1.6716 -0.123 0.115 -0.050
H -10.7441 -8.3403 1.5628 -0.008 0.018 -0.050
H -10.8373 -9.6897 0.4167 0.006 -0.022 0.005
H -10.1467 -9.9282 2.0295 -0.002 -0.063 -0.051
H -8.9392 -8.1485 -0.1533 0.080 0.054 0.019
H -8.3373 -9.7505 0.2947 -0.031 0.023 -0.101
H -7.9653 -8.8569 2.4025 -0.033 0.115 -0.013
C -1.1566 -0.9104 4.3553 -0.046 0.034 -0.005
C -0.8018 0.3720 3.6214 0.225 0.045 0.160
O -0.6141 1.4659 4.5104 -0.219 0.141 0.093
H -2.0649 -0.7708 4.9431 -0.034 -0.008 -0.036
H -1.3166 -1.7316 3.6527 -0.013 0.010 -0.012
H -0.3636 -1.1941 5.0483 0.040 -0.026 -0.010
H -1.6135 0.6500 2.9490 0.013 0.046 -0.034
H 0.1071 0.2338 3.0232 -0.068 -0.087 -0.042
H 0.1301 1.2546 5.0927 -0.016 -0.167 -0.260
C 6.2480 1.7418 -1.7374 -0.020 -0.088 -0.010
C 6.8181 1.2534 -0.4195 0.160 -0.051 -0.211
O 7.1897 -0.1231 -0.4756 -0.085 -0.044 0.042
H 5.3751 1.1485 -2.0155 -0.032 0.019 0.037
H 5.9528 2.7900 -1.6710 0.013 0.005 -0.031
H 6.9778 1.6408 -2.5436 0.010 0.086 -0.002
H 6.0739 1.3408 0.3713 0.031 -0.078 0.061
H 7.6916 1.8494 -0.1346 -0.079 0.099 0.050
H 7.8639 -0.2252 -1.1566 -0.080 0.031 0.053
C 4.7924 0.4082 -6.1747 0.020 -0.034 0.068
C 4.6080 1.7855 -5.5659 0.169 0.012 -0.362
O 5.8598 2.4558 -5.4197 0.011 0.009 0.174
H 5.4554 -0.1952 -5.5532 -0.037 -0.004 0.040
H 3.8370 -0.1087 -6.2748 0.001 0.008 -0.034
H 5.2497 0.4831 -7.1640 -0.082 0.013 -0.039
H 4.1689 1.7068 -4.5718 0.092 0.086 0.060
H 3.9466 2.3938 -6.1897 -0.117 -0.093 0.031
H 6.2523 2.5437 -6.2954 -0.061 -0.001 0.078
C 4.1914 0.6449 5.0749 -0.064 0.025 -0.092
C 2.9868 0.7887 5.9845 0.129 -0.231 -0.117
O 1.8158 0.2251 5.3887 0.093 0.050 0.145
H 4.0023 1.1296 4.1166 -0.007 0.048 0.021
H 5.0778 1.0918 5.5262 0.011 -0.022 0.008
H 4.4002 -0.4090 4.8741 0.048 -0.012 0.067
H 2.7686 1.8395 6.1665 -0.096 -0.001 -0.014
H 3.1692 0.3047 6.9490 0.030 0.083 0.040
H 1.9858 -0.7092 5.2234 -0.057 0.089 -0.034
C -0.0828 2.9798 -6.3386 0.029 -0.020 0.036
C 1.2217 3.6515 -6.7270 -0.261 -0.101 -0.262
O 1.8597 2.9522 -7.7956 0.075 0.041 0.091
H 0.0978 1.9470 -6.0394 0.026 0.014 0.046
H -0.5656 3.5047 -5.5130 -0.017 0.001 -0.013
H -0.7731 2.9588 -7.1854 -0.028 0.071 0.019
H 1.9146 3.6528 -5.8873 0.090 -0.012 -0.058
H 1.0465 4.6893 -7.0293 0.008 0.039 0.131
H 1.2530 2.9544 -8.5444 0.096 -0.034 0.044
C -3.2502 9.0601 -4.9280 0.062 -0.019 0.045
C -3.5260 10.3499 -4.1776 0.177 0.056 -0.250
O -2.3237 11.0627 -3.8963 -0.015 -0.040 0.044
H -2.5792 8.4233 -4.3509 -0.040 -0.015 0.035
H -4.1739 8.5130 -5.1226 0.004 0.005 -0.022
H -2.7620 9.2652 -5.8838 -0.076 0.016 -0.037
H -3.9951 10.1411 -3.2175 0.036 0.058 0.049
H -4.2003 10.9926 -4.7533 -0.108 -0.066 0.045
H -1.9006 11.2698 -4.7371 -0.027 -0.006 0.095
```
Forces are in eV/Å.

**LUMO**: 0.46 eV
**Electronic energy**: -2689.1013 Ha
**HOMO level**: -9.4 eV
**Kohn-Sham gap**: 9.885 eV